#P
Below is 2 unconnected molecules or ions with the total composition C4H9N4O2, with properties calculated with ωB97M-V/def2-TZVPD.

The gap between HOMO and LUMO is 8.8 eV. The calculation puts the HOMO energy at -13.4 eV. As for the net charge: +1.

Element x y z (Å)
1 C -2.44 -0.89 -0.14
2 C 3.26 -0.01 -0.23
3 C 3.14 1.38 0.25
4 C 1.96 0.69 -0.12
5 N -1.23 -1.05 -0.53
6 N -3.39 -1.86 -0.08
7 N -2.14 1.38 0.09
8 N 0.74 0.60 -0.02
9 O -2.92 0.27 0.33
10 O -2.78 2.33 0.28
11 H 3.74 -0.23 -1.19
12 H 3.34 -0.96 0.37
13 H 3.12 1.60 1.34
14 H 3.73 2.21 -0.29
15 H -0.77 -1.95 -0.55
16 H -0.41 -0.43 -0.24
17 H -3.10 -2.83 -0.11
18 H -4.11 -1.68 0.53
19 H 0.27 1.45 0.32

The Mulliken scheme yields these atomic charges, measured in e: 0.636, -0.527, -0.539, 0.437, -0.329, -0.392, 0.266, -0.547, -0.183, -0.307, 0.252, 0.227, 0.217, 0.253, 0.324, 0.526, 0.260, 0.254, 0.174

***

#Q
Below is 2 unconnected molecules or ions with the total composition C4H9N4O2, with properties calculated with ωB97M-V/def2-TZVPD.

The gap between HOMO and LUMO (alpha / beta) is 9.5 / 8.5 eV. The calculation puts the HOMO energy (alpha / beta) at -14.0 / -13.6 eV. As for the net charge: +1.

Element x y z (Å)
1 C 0.30 -0.34 0.85
2 C 1.59 -0.15 1.41
3 C -1.80 -1.16 0.35
4 C -1.49 0.01 -0.58
5 N 2.00 1.45 -1.27
6 N -0.67 -1.07 1.35
7 N 2.36 0.61 0.77
8 N -0.09 0.17 -0.34
9 O 3.54 0.92 0.90
10 O 3.19 1.04 -1.69
11 H 1.86 -0.43 2.38
12 H -2.69 -0.99 0.76
13 H -1.80 -2.14 -0.04
14 H -1.77 -0.13 -1.64
15 H -2.19 0.79 -0.17
16 H -0.87 -1.20 2.30
17 H 1.83 2.45 -1.12
18 H 0.53 0.72 -0.98
19 H 3.94 1.57 -1.45

The Mulliken scheme yields these atomic charges, measured in e: 0.597, -0.543, -0.715, -0.509, -0.358, -0.160, 0.425, -0.102, -0.467, -0.283, 0.463, 0.435, 0.318, 0.377, 0.264, 0.259, 0.238, 0.383, 0.376

***

#P has the most favorable energy; the next structure is 35.8 kcal/mol above.

***

#P
Below is a molecular structure, C5H13N2S, with properties calculated with ωB97M-V/def2-TZVPD.

The gap between HOMO and LUMO is 5.3 eV. The calculation puts the HOMO energy at -2.4 eV. As for the net charge: -1.

Element x y z (Å)
1 C 1.62 -0.25 -0.74
2 C 1.83 0.78 0.29
3 S 3.59 0.77 0.84
4 C 1.86 -1.57 -0.10
5 N -1.91 -1.14 1.08
6 C -1.90 -0.66 -0.19
7 C -2.21 0.84 -0.45
8 N -2.91 1.31 0.81
9 H 2.30 -0.14 -1.60
10 H 0.60 -0.23 -1.12
11 H 1.77 1.79 -0.10
12 H 1.18 0.66 1.16
13 H 2.92 -1.66 0.15
14 H 1.67 -2.17 -0.99
15 H 1.19 -1.86 0.68
16 H -1.32 -1.12 -1.01
17 H -1.00 -0.51 0.76
18 H -1.30 1.39 -0.73
19 H -2.92 0.89 -1.26
20 H -2.50 0.69 1.55
21 H -2.57 2.19 0.97

The Mulliken scheme yields these atomic charges, measured in e: -0.269, -0.712, -0.656, -1.168, -0.836, 0.011, -0.456, -0.668, 0.321, -0.010, 0.268, 0.199, 0.368, 0.301, 0.373, 0.431, 0.299, 0.252, 0.335, 0.380, 0.238

***

#Q
Below is 2 unconnected molecules or ions with the total composition C5H13N2S, with properties calculated with ωB97M-V/def2-TZVPD.

The gap between HOMO and LUMO is 6.6 eV. The calculation puts the HOMO energy at -2.5 eV. As for the net charge: -1.

Element x y z (Å)
1 C -2.40 0.03 -2.72
2 C -2.18 -1.24 -1.90
3 C -2.18 -0.98 -0.39
4 S -0.78 0.07 0.14
5 H -3.36 0.49 -2.46
6 H -2.34 -0.15 -3.79
7 H -1.61 0.74 -2.44
8 H -2.96 -1.99 -2.15
9 H -1.21 -1.68 -2.16
10 H -2.12 -1.94 0.13
11 H -3.12 -0.50 -0.09
12 C 1.26 -0.04 2.65
13 N 2.01 0.88 1.80
14 C 2.61 0.38 0.67
15 N 3.13 1.13 -0.22
16 H 0.34 0.44 2.96
17 H 0.97 -0.92 2.09
18 H 1.85 -0.28 3.54
19 H 1.54 1.74 1.59
20 H 2.61 -0.72 0.62
21 H 3.49 0.55 -0.97

The Mulliken scheme yields these atomic charges, measured in e: -1.037, -0.382, -0.741, -0.630, 0.263, 0.315, 0.277, 0.318, 0.222, 0.212, 0.245, -0.869, -0.341, 0.149, -0.729, 0.329, 0.285, 0.267, 0.311, 0.297, 0.238

***

#Q has the most favorable energy; the next structure is 101.8 kcal/mol above.

***

#P
Below is 2 unconnected molecules or ions with the total composition C5H10NO2, with properties calculated with ωB97M-V/def2-TZVPD.

The gap between HOMO and LUMO (alpha / beta) is 5.1 / 4.9 eV. The calculation puts the HOMO energy (alpha / beta) at 2.0 / 2.2 eV. Its spin multiplicity is 2. As for the net charge: -2.

Element x y z (Å)
1 O -2.72 -0.01 0.44
2 C -2.06 0.98 0.08
3 O -2.18 2.19 0.34
4 C -1.11 0.66 -1.03
5 C 0.18 0.94 -0.31
6 C 1.39 0.02 -0.66
7 C 1.05 -1.79 1.00
8 N 1.98 -0.77 0.50
9 H -1.25 1.19 -2.02
10 H -1.43 -0.39 -1.27
11 H -0.09 0.81 0.87
12 H 0.42 2.00 -0.54
13 H 2.28 0.60 -1.04
14 H 1.15 -0.85 -1.36
15 H 0.02 -1.45 0.71
16 H 1.23 -2.73 0.44
17 H 1.33 -1.93 2.06
18 H -0.19 0.53 1.78

The Mulliken scheme yields these atomic charges, measured in e: -0.689, 0.365, -0.687, -0.449, -0.441, -0.194, -0.717, -0.920, 0.341, 0.245, -0.709, 0.162, 0.349, 0.231, 0.211, 0.270, 0.240, 0.392

***

#Q
Below is a gas-phase ion, C5H10NO2 (charge -2), with properties calculated with ωB97M-V/def2-TZVPD.

The gap between HOMO and LUMO (alpha / beta) is 2.8 / 8.2 eV. The calculation puts the HOMO energy (alpha / beta) at 3.9 / -1.6 eV. Its spin multiplicity is 2. As for the net charge: -2.

Element x y z (Å)
1 C 0.68 -0.34 0.07
2 C -0.82 0.05 0.10
3 C -1.09 1.29 0.94
4 C -1.72 -1.11 0.46
5 N 1.49 0.51 -0.76
6 C 2.46 -0.09 -1.66
7 O 2.25 -1.26 -2.02
8 O 3.45 0.66 -1.89
9 H 0.74 -1.37 -0.31
10 H 0.99 -0.40 1.13
11 H -1.08 0.32 -0.93
12 H -1.09 1.11 2.02
13 H -2.06 1.72 0.68
14 H -0.36 2.06 0.69
15 H -2.77 -0.97 0.21
16 H -1.68 -1.37 1.53
17 H -1.40 -2.04 -0.04
18 H 1.99 1.22 -0.24

The Mulliken scheme yields these atomic charges, measured in e: -1.017, 2.702, -3.608, -4.000, -0.317, 0.366, -0.716, -0.783, 0.318, 0.612, 0.408, 0.925, 0.776, 0.152, 0.901, 0.850, 0.210, 0.221

***

#R
Below is a gas-phase ion, C5H10NO2 (charge -2), with properties calculated with ωB97M-V/def2-TZVPD.

The gap between HOMO and LUMO (alpha / beta) is 3.0 / 7.9 eV. The calculation puts the HOMO energy (alpha / beta) at 3.7 / -1.3 eV. Its spin multiplicity is 2. As for the net charge: -2.

Element x y z (Å)
1 O -0.63 -3.13 -2.58
2 C -0.35 -1.96 -2.30
3 O -0.40 -0.95 -2.98
4 C 0.20 -1.65 -0.85
5 C -0.40 -0.33 -0.23
6 C 0.44 -0.10 1.02
7 C -0.21 2.44 1.00
8 N -0.08 1.06 1.69
9 H 1.30 -1.50 -1.12
10 H 0.22 -2.64 -0.36
11 H -1.44 -0.34 -0.01
12 H -0.21 0.53 -0.96
13 H 1.49 -0.02 0.79
14 H 0.27 -0.87 1.91
15 H 0.67 2.65 0.46
16 H -0.99 2.45 0.19
17 H -0.52 3.13 1.85
18 H 0.65 1.22 2.49

The Mulliken scheme yields these atomic charges, measured in e: -0.762, 0.281, -0.656, -0.487, -0.321, -1.453, -3.583, 0.756, 0.205, 0.331, 0.283, 0.250, 0.224, 0.147, 0.114, 0.106, 1.875, 0.689

***

#Q has the most favorable energy; the next structure is 41.6 kcal/mol above.

***

#P
Below is 3 unconnected molecules or ions with the total composition C3H10O3, with properties calculated with ωB97M-V/def2-TZVPD.

The gap between HOMO and LUMO is 10.7 eV. The calculation puts the HOMO energy at -9.9 eV. As for the SMILES: C=CCO.O.O.

Element x y z (Å)
1 C 1.23 1.67 1.73
2 C 0.25 1.20 0.97
3 C -0.33 2.01 -0.14
4 O -1.71 1.71 -0.37
5 H 1.69 1.03 2.47
6 H 1.73 2.54 1.39
7 H -0.09 0.17 1.06
8 H -0.23 3.06 0.13
9 H 0.20 1.94 -1.10
10 H -2.22 2.48 -0.12
11 O -1.35 -2.19 0.04
12 H -1.90 -1.45 0.30
13 H -0.78 -1.94 -0.69
14 O 0.87 -3.83 -1.88
15 H 1.08 -4.53 -1.25
16 H 1.56 -3.87 -2.54

The Mulliken scheme yields these atomic charges, measured in e: -0.866, 0.166, -0.425, -0.498, 0.289, 0.276, 0.202, 0.341, 0.240, 0.293, -0.642, 0.305, 0.308, -0.612, 0.314, 0.310

***

#Q
Below is 3 unconnected molecules or ions with the total composition C3H10O3, with properties calculated with ωB97M-V/def2-TZVPD.

The gap between HOMO and LUMO is 9.2 eV. The calculation puts the HOMO energy at -8.9 eV. As for the SMILES: C=CCO.O.O.

Element x y z (Å)
1 C 0.80 0.62 1.58
2 C -0.41 0.19 1.22
3 C -1.39 0.76 0.27
4 O -0.64 1.48 -0.75
5 H 1.53 0.08 2.17
6 H 1.11 1.46 0.96
7 H -0.84 -0.79 1.47
8 H -1.96 0.01 -0.31
9 H -2.19 1.43 0.59
10 H 0.05 0.88 -1.04
11 O -0.65 -1.99 -0.73
12 H -0.89 -2.02 -1.67
13 H -0.82 -2.92 -0.52
14 O 1.96 -0.24 -0.86
15 H 1.74 -1.12 -1.21
16 H 2.75 -0.53 -0.36

The Mulliken scheme yields these atomic charges, measured in e: -0.599, -0.229, -0.251, -0.577, 0.323, 0.310, 0.226, 0.179, 0.309, 0.298, -0.542, 0.305, 0.259, -0.606, 0.290, 0.303

***

#P has the most favorable energy; the next structure is 11.2 kcal/mol above.

***

#P
Below is 2 unconnected molecules or ions with the total composition F3HN2, with properties calculated with ωB97M-V/def2-TZVPD.

The gap between HOMO and LUMO (alpha / beta) is 9.8 / 10.2 eV. The calculation puts the HOMO energy (alpha / beta) at -10.2 / -10.5 eV.

Element x y z (Å)
1 N -0.29 0.28 -0.96
2 N -0.25 0.09 1.06
3 F -1.20 -0.65 -1.38
4 F 0.32 1.17 1.45
5 F 0.72 -0.83 1.06
6 H 0.70 -0.06 -1.22

The Mulliken scheme yields these atomic charges, measured in e: -0.136, 0.178, -0.123, -0.075, -0.120, 0.276

***

#Q
Below is 2 unconnected molecules or ions with the total composition F3HN2, with properties calculated with ωB97M-V/def2-TZVPD.

The gap between HOMO and LUMO (alpha / beta) is 10.2 / 10.2 eV. The calculation puts the HOMO energy (alpha / beta) at -10.7 / -10.7 eV.

Element x y z (Å)
1 N 0.50 -0.34 -0.86
2 N -0.33 0.01 0.85
3 F -0.52 0.19 -1.65
4 F -0.74 1.27 0.60
5 F 0.72 0.20 1.66
6 H 0.36 -1.33 -0.60

The Mulliken scheme yields these atomic charges, measured in e: -0.086, 0.150, -0.135, -0.114, -0.106, 0.291

***

#Q has the most favorable energy; the next structure is 7.2 kcal/mol above.

***

#P
Below is 2 unconnected molecules or ions with the total composition C3H8NO2, with properties calculated with ωB97M-V/def2-TZVPD.

The gap between HOMO and LUMO (alpha / beta) is 10.1 / 6.8 eV. The calculation puts the HOMO energy (alpha / beta) at -9.5 / -9.5 eV. Its spin multiplicity is 2.

Element x y z (Å)
1 C -0.73 0.71 0.00
2 N -0.84 -0.10 -1.24
3 C -1.11 -1.49 -0.89
4 O -1.22 0.41 1.11
5 H -0.43 1.69 -0.25
6 H 0.08 0.12 -1.64
7 H -1.41 -1.41 0.23
8 H -0.21 -2.14 -0.92
9 H -1.93 -1.92 -1.55
10 C 2.25 0.40 0.89
11 O 1.17 0.25 0.09
12 H 2.13 1.33 1.43
13 H 2.50 -0.45 1.65
14 H 3.12 0.49 0.23

The Mulliken scheme yields these atomic charges, measured in e: 0.136, -0.424, -0.664, -0.598, 0.453, 0.357, 0.279, 0.232, 0.230, -0.572, -0.234, 0.272, 0.263, 0.270

***

#Q
Below is 2 unconnected molecules or ions with the total composition C3H8NO2, with properties calculated with ωB97M-V/def2-TZVPD.

The gap between HOMO and LUMO (alpha / beta) is 5.8 / 10.2 eV. The calculation puts the HOMO energy (alpha / beta) at -5.2 / -9.6 eV. Its spin multiplicity is 2.

Element x y z (Å)
1 C -1.38 -1.79 -0.38
2 C 0.57 -0.57 -1.31
3 N 0.04 -1.65 -0.67
4 H -1.53 -1.79 0.71
5 H -1.74 -2.74 -0.78
6 H -1.91 -0.97 -0.84
7 H -0.06 0.27 -1.56
8 H 1.62 -0.50 -1.50
9 H 0.64 -2.38 -0.36
10 O 1.55 1.81 0.13
11 C 0.98 2.42 0.98
12 O 0.47 1.85 2.09
13 H 0.82 3.52 0.93
14 H -0.06 2.51 2.55

The Mulliken scheme yields these atomic charges, measured in e: -0.698, -0.678, -0.128, 0.249, 0.278, 0.231, 0.223, 0.329, 0.191, -0.378, 0.180, -0.415, 0.264, 0.349

***

#Q has the most favorable energy; the next structure is 43.7 kcal/mol above.